[1]
Entry from the OMol25 dataset: C10H7F3N4O in the gas phase at a distorted geometry (ωB97M-V/def2-TZVPD).

Values from the calculation:
molar mass	256.19	u
gap between HOMO and LUMO	9.38	eV
DFT total energy	-26642.4076	eV
SMILES	NNC(=O)c1cc(-c2cc(F)c(F)cc2F)n[nH]1
net charge	0
ΔE to the lowest compared entry with this formula, charge and spin	0.0	kcal per mole
maximum force	3.27	eV Å⁻¹

Element x y z (Å)
1 N -4.595 -1.892 -1.996
2 N -3.363 -1.221 -1.690
3 C -2.163 -1.922 -1.599
4 O -2.169 -3.107 -1.937
5 C -0.973 -1.368 -0.981
6 C -0.643 -0.134 -0.492
7 C 0.739 -0.228 -0.028
8 C 1.537 0.783 0.641
9 C 0.846 1.867 1.244
10 C 1.522 2.762 2.052
11 F 0.749 3.614 2.794
12 C 2.885 2.669 2.211
13 F 3.478 3.434 3.117
14 C 3.576 1.641 1.583
15 C 2.926 0.667 0.827
16 F 3.713 -0.363 0.426
17 N 1.205 -1.401 -0.305
18 N 0.191 -2.117 -0.862
19 H -4.455 -2.916 -2.064
20 H -5.021 -1.591 -2.879
21 H -3.442 -0.331 -1.185
22 H -1.269 0.730 -0.448
23 H -0.204 1.973 1.092
24 H 4.630 1.502 1.747
25 H 0.302 -3.048 -1.267

Listed below, in e, are the natural (NBO) charges computed for each atom: -0.657 -0.447 0.606 -0.629 0.031 -0.283 0.115 -0.120 -0.228 0.321 -0.314 0.340 -0.293 -0.316 0.424 -0.301 -0.205 -0.317 0.390 0.361 0.390 0.217 0.233 0.247 0.435

[2]
Entry from the OMol25 dataset: a gas-phase ion, C10H7N2O3 (charge +1) at a distorted geometry (ωB97M-V/def2-TZVPD).

Values from the calculation:
molar mass	203.18	u
gap between HOMO and LUMO	7.56	eV
DFT total energy	-19593.0504	eV
SMILES	O=C([N+]#CCc1ccccc1)N1OC1=O
net charge	+1
ΔE to the lowest compared entry with this formula, charge and spin	0.0	kcal per mole
maximum force	4.96	eV Å⁻¹

Element x y z (Å)
1 O 3.424 -2.150 -0.706
2 C 3.069 -1.201 -0.099
3 N 1.965 -1.224 0.752
4 C 1.086 -0.728 1.363
5 C -0.153 -0.308 1.869
6 C -0.886 -0.076 0.572
7 C -1.214 1.232 0.279
8 C -1.985 1.391 -0.884
9 C -2.579 0.373 -1.516
10 C -2.167 -0.908 -1.193
11 C -1.395 -1.186 -0.088
12 N 3.573 0.083 -0.140
13 O 3.225 1.076 -1.256
14 C 2.675 1.184 -0.107
15 O 1.858 1.669 0.514
16 H 0.051 0.604 2.368
17 H -0.760 -0.961 2.526
18 H -0.624 2.019 0.827
19 H -2.105 2.457 -0.972
20 H -3.167 0.712 -2.404
21 H -2.599 -1.813 -1.753
22 H -1.293 -2.245 0.049

Listed below, in e, are the natural (NBO) charges computed for each atom: -0.348 0.727 -0.368 0.793 -0.584 -0.044 -0.186 -0.183 -0.195 -0.153 -0.256 -0.228 -0.229 0.893 -0.493 0.307 0.330 0.239 0.236 0.254 0.239 0.249

[3]
Entry from the OMol25 dataset: a molecular structure, C10H7N3O2 at a distorted geometry (ωB97M-V/def2-TZVPD).

Values from the calculation:
molar mass	201.19	u
gap between HOMO and LUMO (alpha / beta)	5.74 / 6.14	eV
DFT total energy	-19039.3013	eV
net charge	0
spin multiplicity	3
maximum force	8.78	eV Å⁻¹

Element x y z (Å)
1 C 2.674 1.056 -1.212
2 C -3.067 0.402 0.962
3 C -1.807 1.013 0.990
4 C -3.270 -0.754 0.257
5 C -0.753 0.321 0.380
6 C -1.076 -0.817 -0.383
7 C 0.029 -1.326 -1.201
8 C 1.335 -1.080 -1.176
9 C 0.554 1.158 0.291
10 C 1.971 0.107 -0.472
11 N 3.344 1.854 -1.662
12 N -2.259 -1.304 -0.402
13 N 2.783 -0.346 0.702
14 O 3.063 -1.517 0.713
15 O 3.134 0.520 1.492
16 H -3.894 0.730 1.656
17 H -1.633 1.914 1.609
18 H -4.207 -1.412 0.157
19 H -0.096 -2.267 -1.765
20 H 1.928 -1.685 -1.804
21 H 0.479 1.939 -0.490
22 H 0.770 1.493 1.358

Listed below, in e, are the Mulliken charges computed for each atom: 0.209 -0.449 -0.780 -0.248 1.065 0.555 -0.517 -0.731 -1.079 0.727 -0.487 -0.659 0.943 -0.557 -0.576 0.312 0.360 0.359 0.273 0.499 0.367 0.417

[4]
Entry from the OMol25 dataset: a molecular structure, C10H8BrOS2 at a distorted geometry (ωB97M-V/def2-TZVPD).

Values from the calculation:
molar mass	288.21	u
gap between HOMO and LUMO	6.07	eV
DFT total energy	-104249.0683	eV
net charge	+1
maximum force	6.79	eV Å⁻¹

Element x y z (Å)
1 C 1.739 1.704 0.099
2 C 1.150 -0.514 -0.097
3 C 3.085 1.372 0.178
4 C 2.479 -0.901 -0.009
5 C 0.771 0.754 -0.111
6 C 3.476 0.000 0.019
7 C -1.249 2.312 -0.169
8 C -0.618 1.092 -0.168
9 C -2.768 -0.026 -0.138
10 C -3.202 -2.649 0.123
11 O -1.499 -0.028 -0.302
12 S -2.953 2.370 0.042
13 S -4.031 -1.018 -0.018
14 Br 5.348 -0.486 -0.095
15 H 1.559 2.724 -0.258
16 H 0.411 -1.290 -0.114
17 H 3.875 2.040 0.441
18 H 2.508 -1.992 0.008
19 H -0.658 3.177 -0.042
20 H -4.137 -3.325 0.264
21 H -2.648 -2.586 1.067
22 H -2.635 -2.732 -0.720

Listed below, in e, are the natural (NBO) charges computed for each atom: -0.183 -0.156 -0.187 -0.239 -0.150 -0.041 -0.420 0.277 0.252 -0.701 -0.426 0.333 0.564 0.105 0.223 0.206 0.244 0.242 0.283 0.279 0.254 0.240

[5]
Entry from the OMol25 dataset: a molecular structure, C10H8EuN2O5 at a distorted geometry (ωB97M-V/def2-TZVPD).

Values from the calculation:
molar mass	388.15	u
gap between HOMO and LUMO (alpha / beta)	6.74 / 6.90	eV
DFT total energy	-43028.5346	eV
net charge	+2
ΔE to the lowest compared entry with this formula, charge and spin	10.9	kcal per mole
spin multiplicity	8
maximum force	6.69	eV Å⁻¹

Element x y z (Å)
1 Eu -0.896 -1.233 -2.089
2 C -1.148 -3.463 -2.605
3 O -1.197 -4.599 -2.633
4 C -1.841 -0.703 -4.825
5 O -2.215 -0.539 -5.914
6 C 1.373 -0.774 -3.510
7 O 2.440 -0.735 -3.912
8 C -3.469 -0.593 -1.764
9 O -4.553 -0.437 -1.390
10 H -0.789 3.760 -2.333
11 H -1.048 3.524 -2.998
12 N 2.207 1.391 4.211
13 C 1.248 0.457 3.974
14 O 0.724 -0.269 4.825
15 C 0.860 0.363 2.546
16 C 1.387 1.046 1.448
17 C 0.918 0.716 0.188
18 N -0.018 -0.224 -0.026
19 C -0.526 -0.849 1.042
20 C -0.118 -0.586 2.326
21 H 2.452 1.516 5.199
22 H 2.513 1.988 3.435
23 H 2.203 1.740 1.575
24 H 1.302 1.250 -0.661
25 H -1.301 -1.545 0.773
26 H -0.507 -1.204 3.117

Listed below, in e, are the Mulliken charges computed for each atom: 1.462 0.163 -0.019 0.131 -0.059 0.092 -0.025 0.143 -0.041 0.038 -0.035 -0.303 0.408 -0.590 0.892 -0.622 -0.518 -0.420 -0.042 -0.769 0.272 0.163 0.334 0.427 0.449 0.469

[6]
Entry from the OMol25 dataset: a molecular structure, C10H8F5N2OS5SbSe2TcTe2 at a distorted geometry (ωB97M-V/def2-TZVPD).

Values from the calculation:
molar mass	1060.39	u
gap between HOMO and LUMO	6.19	eV
DFT total energy	-237299.3202	eV
net charge	+1
maximum force	4.28	eV Å⁻¹

Element x y z (Å)
1 Tc -0.057 -1.533 -0.804
2 Se 0.146 -3.619 -2.091
3 Te 1.781 -3.582 -4.178
4 Te 2.502 -6.023 -3.212
5 Se 2.058 -4.776 -1.046
6 S -2.490 2.004 -6.348
7 Sb -3.903 2.409 -4.781
8 S -1.811 -0.585 -1.541
9 S -2.533 -1.027 -3.397
10 S -4.141 0.238 -3.355
11 F -2.244 0.012 5.072
12 C -1.634 -0.678 4.111
13 C -0.570 -0.154 3.389
14 F -0.274 1.112 3.652
15 C -0.086 -0.830 2.224
16 F 0.824 -0.308 1.431
17 C -0.646 -2.032 1.888
18 O -0.321 -2.668 0.748
19 C -1.726 -2.577 2.637
20 F -2.310 -3.739 2.266
21 C -2.216 -1.910 3.763
22 F -3.279 -2.249 4.460
23 C 3.216 1.332 0.458
24 N 1.954 1.831 -0.052
25 C 1.393 3.200 0.246
26 C 0.190 3.277 -0.774
27 N 0.308 2.071 -1.481
28 C 1.294 1.267 -1.050
29 S 1.691 -0.310 -1.660
30 H 3.869 2.130 0.812
31 H 3.669 0.743 -0.324
32 H 3.048 0.797 1.354
33 H 2.164 3.957 0.060
34 H 1.067 3.228 1.243
35 H 0.314 4.054 -1.485
36 H -0.760 3.383 -0.311
37 H -0.488 1.554 -1.927

Listed below, in e, are the natural (NBO) charges computed for each atom: 0.396 0.164 0.185 0.208 -0.090 -0.546 0.983 -0.022 0.022 -0.378 -0.274 0.263 0.316 -0.298 0.231 -0.312 0.152 -0.652 0.310 -0.282 0.302 -0.264 -0.417 -0.350 -0.210 -0.228 -0.569 0.366 -0.017 0.228 0.237 0.222 0.225 0.223 0.217 0.218 0.439

[7]
Entry from the OMol25 dataset: a gas-phase ion, C10H8NO3 (charge +1) at a distorted geometry (ωB97M-V/def2-TZVPD).

Values from the calculation:
molar mass	190.18	u
gap between HOMO and LUMO (alpha / beta)	8.31 / 8.31	eV
DFT total energy	-18122.2300	eV
SMILES	O=C1OC=C[N+](c2ccccc2)=CO1
net charge	+1
ΔE to the lowest compared entry with this formula, charge and spin	36.6	kcal per mole
maximum force	3.61	eV Å⁻¹

Element x y z (Å)
1 O 3.244 1.758 1.000
2 C 3.183 0.691 0.544
3 O 3.580 0.281 -0.700
4 C 2.780 -0.331 -1.537
5 C 1.465 -0.495 -1.168
6 N 0.887 -0.267 0.183
7 C -0.575 -0.256 0.044
8 C -1.242 0.262 -1.051
9 C -2.583 0.611 -1.003
10 C -3.360 0.454 0.172
11 C -2.724 -0.167 1.254
12 C -1.370 -0.560 1.185
13 C 1.478 -0.399 1.339
14 O 2.823 -0.371 1.414
15 H 3.284 -0.482 -2.518
16 H 0.688 -0.844 -1.823
17 H -0.804 0.406 -2.049
18 H -3.025 0.883 -1.878
19 H -4.392 0.809 0.194
20 H -3.225 -0.502 2.107
21 H -0.906 -0.966 2.140
22 H 0.791 -0.515 2.151

Listed below, in e, are the natural (NBO) charges computed for each atom: -0.413 0.959 -0.452 0.206 -0.169 -0.316 0.092 -0.228 -0.164 -0.148 -0.179 -0.208 0.533 -0.441 0.269 0.256 0.239 0.228 0.248 0.236 0.214 0.235

[8]
Entry from the OMol25 dataset: a molecular structure, C10H8O2 at a distorted geometry (ωB97M-V/def2-TZVPD).

Values from the calculation:
molar mass	160.17	u
gap between HOMO and LUMO	7.46	eV
DFT total energy	-14591.6501	eV
net charge	0
ΔE to the lowest compared entry with this formula, charge and spin	78.2	kcal per mole
maximum force	6.18	eV Å⁻¹

Element x y z (Å)
1 C 0.628 -1.459 -0.400
2 C -0.009 -2.301 0.462
3 C -1.314 -1.930 0.946
4 C -1.836 -0.621 0.777
5 C -0.950 0.344 0.285
6 C -1.260 1.684 0.510
7 C -0.485 2.611 -0.069
8 C 0.722 2.271 -0.708
9 C 1.100 0.989 -0.953
10 C 0.179 -0.069 -0.484
11 H 2.396 -2.740 -0.050
12 H 0.471 -3.340 0.645
13 H -1.924 -2.674 1.530
14 H -2.825 -0.278 1.149
15 H -2.143 1.813 1.157
16 H -0.554 3.758 0.331
17 H 1.360 3.093 -0.962
18 H 2.388 -0.166 -1.502
19 O 1.930 -1.773 -0.774
20 O 2.126 0.789 -1.890

Listed below, in e, are the natural (NBO) charges computed for each atom: 0.320 -0.303 -0.189 -0.212 -0.030 -0.236 -0.161 -0.295 0.323 -0.145 0.506 0.208 0.220 0.221 0.217 0.213 0.224 0.505 -0.717 -0.670